Density functional theory data (the ωB97M-V functional and the def2-TZVPD basis) for 8 unconnected molecules or ions with the total composition C58H126N6O8 at a distorted geometry.

Each line ends with the Mulliken charge.
Geometry (Å):
C -1.314 4.060 8.173  -1.421
C -1.367 3.096 6.949  1.129
C -2.849 2.512 6.748  -1.832
C -1.062 3.824 5.526  -1.048
C 0.419 4.072 5.263  -0.674
C 1.187 2.702 5.272  -1.072
C 1.015 2.056 6.769  1.533
C 1.683 0.621 6.733  -1.941
C 1.775 2.977 7.763  -1.851
N -0.424 1.887 7.023  0.219
O -0.779 1.211 8.214  -0.489
H -0.316 4.454 8.363  0.243
H -2.053 4.847 8.021  0.429
H -1.671 3.586 9.087  0.359
H -3.188 1.941 7.613  0.391
H -3.555 3.330 6.607  0.401
H -2.892 1.819 5.908  0.418
H -1.471 3.296 4.664  0.394
H -1.586 4.779 5.531  0.421
H 0.642 4.530 4.299  0.392
H 0.829 4.819 5.942  0.342
H 2.241 2.928 5.112  0.449
H 0.653 2.080 4.553  0.398
H 2.618 0.721 6.181  0.454
H 1.066 -0.089 6.182  0.433
H 1.884 0.281 7.749  0.406
H 1.498 2.649 8.765  0.450
H 1.562 4.041 7.869  0.284
H 2.835 2.753 7.648  0.419
H -0.809 0.323 7.849  0.362
C 2.994 7.132 -2.404  -2.077
C 2.923 7.895 -3.709  1.631
C 2.177 9.219 -3.493  -1.826
C 4.401 8.177 -4.129  -1.166
C 4.703 8.345 -5.616  -0.817
C 4.073 7.219 -6.443  -1.161
C 2.560 6.999 -6.196  1.263
C 1.700 8.099 -7.012  -1.553
C 2.320 5.562 -6.640  -1.981
N 2.281 6.985 -4.714  0.604
O 0.952 6.658 -4.400  -0.489
H 3.581 6.233 -2.594  0.493
H 3.389 7.688 -1.554  0.409
H 2.072 6.718 -1.997  0.386
H 2.432 9.637 -2.519  0.438
H 2.434 9.920 -4.287  0.385
H 1.113 9.031 -3.637  0.376
H 4.583 9.202 -3.805  0.362
H 5.133 7.660 -3.508  0.459
H 4.453 9.328 -6.014  0.376
H 5.782 8.345 -5.775  0.392
H 4.682 6.365 -6.148  0.395
H 4.247 7.476 -7.488  0.383
H 1.517 7.839 -8.055  0.407
H 2.348 8.975 -6.969  0.338
H 0.679 8.304 -6.690  0.312
H 2.928 4.939 -5.984  0.444
H 2.569 5.461 -7.696  0.438
H 1.255 5.364 -6.761  0.450
H 1.051 5.731 -4.169  0.327
C -0.980 -9.112 -3.092  -1.722
C -0.664 -10.453 -2.281  0.992
C -0.908 -10.200 -0.747  -1.672
C -1.849 -11.298 -2.872  -1.109
C -1.586 -12.813 -2.646  -0.912
C -0.197 -13.202 -3.191  -1.159
C 0.970 -12.417 -2.679  1.807
C 1.399 -12.766 -1.272  -1.745
C 2.108 -12.643 -3.611  -2.182
N 0.630 -11.011 -2.688  0.494
O 1.682 -10.111 -2.496  -0.489
H -2.012 -8.795 -2.942  0.448
H -0.500 -8.197 -2.746  0.376
H -0.992 -9.152 -4.182  0.432
H -1.732 -9.498 -0.616  0.423
H -1.148 -11.150 -0.269  0.337
H -0.069 -9.779 -0.192  0.359
H -2.799 -11.037 -2.406  0.467
H -1.958 -11.185 -3.951  0.416
H -1.607 -13.118 -1.600  0.345
H -2.477 -13.316 -3.021  0.408
H -0.325 -13.229 -4.273  0.365
H 0.021 -14.206 -2.827  0.460
H 1.724 -13.805 -1.224  0.455
H 0.697 -12.596 -0.455  0.314
H 2.211 -12.142 -0.900  0.350
H 2.998 -12.072 -3.348  0.517
H 1.819 -12.340 -4.617  0.459
H 2.338 -13.708 -3.592  0.419
H 2.168 -10.159 -3.322  0.346
C -1.836 -7.271 8.940  -1.877
C -1.075 -6.017 8.546  1.702
C -0.481 -5.210 9.718  -1.853
C 0.121 -6.308 7.610  -1.183
C -0.117 -6.684 6.173  -0.813
C -1.000 -5.660 5.528  -1.072
C -2.352 -5.314 6.321  1.318
C -2.769 -3.944 5.742  -1.863
C -3.415 -6.335 6.116  -1.496
N -2.017 -5.173 7.759  0.169
O -3.022 -4.562 8.503  -0.433
H -2.696 -6.983 9.545  0.457
H -1.150 -7.801 9.600  0.493
H -2.171 -8.044 8.247  0.296
H -0.949 -5.611 10.617  0.444
H -0.678 -4.141 9.646  0.352
H 0.524 -5.556 9.960  0.394
H 0.748 -5.417 7.635  0.450
H 0.566 -7.173 8.103  0.480
H -0.564 -7.676 6.115  0.359
H 0.734 -6.732 5.494  0.354
H -1.183 -6.144 4.568  0.351
H -0.375 -4.788 5.337  0.380
H -2.881 -3.913 4.658  0.362
H -3.702 -3.748 6.271  0.430
H -1.996 -3.215 5.984  0.375
H -3.875 -6.420 5.132  0.427
H -2.848 -7.247 6.300  0.324
H -4.235 -6.213 6.824  0.294
H -3.577 -5.345 8.493  0.380
C 9.237 -0.494 -3.136  -1.671
C 8.236 0.559 -2.669  1.545
C 8.373 1.785 -3.608  -1.847
C 6.777 0.135 -2.890  -1.346
C 6.172 -0.771 -1.821  -0.802
C 6.326 -0.031 -0.486  -1.177
C 7.827 0.346 -0.101  1.625
C 7.754 1.293 1.073  -1.980
C 8.580 -0.940 0.232  -1.631
N 8.434 0.993 -1.254  0.202
O 9.797 1.467 -1.125  -0.464
H 10.221 -0.034 -3.048  0.492
H 9.290 -1.382 -2.507  0.269
H 9.065 -0.830 -4.159  0.441
H 9.397 2.126 -3.753  0.318
H 8.033 1.486 -4.600  0.439
H 7.722 2.627 -3.375  0.414
H 6.036 0.882 -3.178  0.442
H 6.814 -0.501 -3.775  0.458
H 5.153 -1.093 -2.031  0.405
H 6.686 -1.726 -1.929  0.350
H 5.889 -0.684 0.270  0.507
H 5.726 0.877 -0.543  0.392
H 7.447 2.310 0.831  0.435
H 8.749 1.536 1.445  0.431
H 7.209 0.921 1.941  0.358
H 9.655 -0.780 0.317  0.305
H 8.418 -1.661 -0.568  0.310
H 8.121 -1.259 1.168  0.461
H 10.457 0.821 -1.389  0.319
C -9.815 8.325 -1.709  -1.691
C -9.485 7.389 -2.910  1.165
C -10.846 6.676 -3.325  -1.801
C -8.978 8.055 -4.182  -1.136
C -7.610 8.701 -3.899  -0.743
C -6.561 7.594 -3.502  -1.344
C -7.018 6.627 -2.404  1.914
C -6.354 5.340 -2.789  -2.108
C -6.552 7.184 -1.063  -1.900
N -8.502 6.383 -2.566  0.404
O -9.038 5.386 -1.755  -0.488
H -8.942 8.813 -1.275  0.316
H -10.359 9.206 -2.050  0.394
H -10.393 7.828 -0.930  0.397
H -10.768 5.687 -3.778  0.345
H -11.541 6.519 -2.501  0.390
H -11.551 7.332 -3.834  0.417
H -8.996 7.400 -5.053  0.411
H -9.672 8.792 -4.585  0.491
H -7.280 9.124 -4.847  0.406
H -7.663 9.536 -3.201  0.349
H -5.660 8.044 -3.085  0.484
H -6.107 7.211 -4.416  0.453
H -6.883 4.948 -3.658  0.485
H -6.344 4.583 -2.005  0.363
H -5.328 5.442 -3.142  0.450
H -5.515 6.872 -0.934  0.499
H -7.036 6.674 -0.230  0.365
H -6.583 8.273 -1.024  0.392
H -9.174 4.660 -2.368  0.323
C -1.072 -2.009 -6.758  -0.915
C -1.393 -0.692 -7.520  -0.245
O -2.246 0.065 -6.682  -0.505
H -0.665 -1.864 -5.757  0.262
H -0.394 -2.677 -7.289  0.324
H -1.955 -2.604 -6.525  0.263
H -2.082 -0.969 -8.318  0.240
H -0.559 -0.093 -7.885  0.267
H -3.130 -0.129 -7.002  0.309
C -1.072 0.784 -1.187  -0.797
C -1.654 -0.183 -0.187  -0.244
O -0.945 -1.422 -0.322  -0.535
H -0.006 0.837 -0.966  0.248
H -1.444 1.768 -0.900  0.297
H -1.324 0.389 -2.171  0.231
H -2.726 -0.349 -0.296  0.291
H -1.500 0.201 0.821  0.209
H -1.468 -2.091 -0.770  0.301

Summary:
E_HOMO in eV: -7.88
E in a.u.: -3215.420305
Energy above the lowest of the compared OMol25 structures with the same formula, charge and spin in kcal/mol: 185.2
SMILES: CC1(C)CCCC(C)(C)N1O.CC1(C)CCCC(C)(C)N1O.CC1(C)CCCC(C)(C)N1O.CC1(C)CCCC(C)(C)N1O.CC1(C)CCCC(C)(C)N1O.CC1(C)CCCC(C)(C)N1O.CCO.CCO
Spin multiplicity: 1
Orbital gap in eV: 8.17
Maximum force in hartree/bohr: 0.068

Density functional theory data (the ωB97M-V functional and the def2-TZVPD basis) for 13 unconnected molecules or ions with the total composition C58H150N8O21 at a distorted geometry.

Each line ends with the Mulliken charge.
Geometry (Å):
C 12.907 11.690 19.191  -0.738
O 13.657 12.620 19.997  -0.396
C 14.200 13.739 19.317  -0.283
C 15.236 14.360 20.331  -0.799
N 15.741 15.642 19.775  -0.061
C 16.901 16.206 20.528  -0.827
C 17.486 17.505 19.868  -0.607
O 16.475 18.523 19.853  -0.117
C 16.838 19.702 19.112  -0.433
H 12.051 12.256 18.822  0.298
H 12.639 10.771 19.711  0.270
H 13.491 11.288 18.363  0.304
H 13.407 14.458 19.108  0.259
H 14.534 13.348 18.356  0.352
H 16.007 13.592 20.385  0.338
H 14.832 14.373 21.343  0.338
H 14.923 16.228 19.698  0.141
H 17.664 15.428 20.523  0.454
H 16.574 16.457 21.537  0.365
H 17.873 17.184 18.901  0.345
H 18.298 17.833 20.516  0.366
H 17.735 20.209 19.466  0.303
H 16.056 20.452 19.234  -0.250
H 16.829 19.522 18.037  0.351
C 16.567 25.561 11.229  -0.389
O 15.787 25.694 12.402  -0.405
C 14.938 24.616 12.677  -0.049
C 13.907 24.990 13.779  0.412
N 12.939 23.919 13.980  -0.309
C 11.993 24.145 15.069  0.493
C 11.189 22.861 15.354  0.035
O 10.271 23.208 16.373  -0.403
C 9.512 22.070 16.775  -0.324
H 17.234 26.418 11.136  0.347
H 15.941 25.601 10.338  0.309
H 17.180 24.664 11.325  -0.062
H 15.486 23.716 12.956  -0.112
H 14.427 24.338 11.754  0.123
H 13.368 25.867 13.420  0.533
H 14.355 25.168 14.756  -0.497
H 13.387 23.031 14.150  -0.375
H 11.266 24.940 14.902  0.625
H 12.561 24.456 15.946  -0.917
H 11.823 22.026 15.650  -0.149
H 10.558 22.560 14.518  0.362
H 8.969 21.577 15.969  0.265
H 8.671 22.361 17.405  0.374
H 10.223 21.422 17.287  -0.168
C 21.821 29.871 20.738  -0.634
O 21.478 28.541 21.157  -0.347
C 20.316 28.428 21.990  -0.603
C 19.996 26.878 22.114  -0.846
N 19.372 26.444 20.862  -0.067
C 19.252 24.966 20.708  -0.263
C 18.112 24.358 21.563  -0.262
O 17.992 22.951 21.322  0.225
C 18.957 22.019 21.972  -0.978
H 22.826 29.822 20.319  0.276
H 21.781 30.621 21.527  0.327
H 21.205 30.331 19.965  0.149
H 19.446 28.891 21.524  0.238
H 20.482 28.879 22.968  0.488
H 19.401 26.641 22.996  0.461
H 20.956 26.379 22.249  0.417
H 19.954 26.832 20.133  0.209
H 20.206 24.525 20.994  0.479
H 19.092 24.614 19.689  -0.489
H 17.217 24.950 21.372  -0.373
H 18.400 24.506 22.604  0.798
H 19.995 22.208 21.698  0.339
H 18.818 20.963 21.738  0.197
H 18.888 22.113 23.056  0.369
C 11.817 29.660 19.740  -0.911
O 12.365 29.188 18.449  0.041
C 12.040 29.988 17.253  -0.711
C 12.853 31.278 17.271  -0.588
N 14.249 31.095 16.904  -0.464
C 14.980 30.107 17.747  0.126
C 16.479 30.153 17.587  -0.554
O 17.056 31.402 18.102  -0.365
C 18.429 31.406 17.825  -0.682
H 12.121 30.635 20.123  0.328
H 12.110 28.849 20.407  0.212
H 10.731 29.722 19.668  0.362
H 10.971 30.190 17.184  0.436
H 12.245 29.484 16.309  0.291
H 12.868 31.739 18.259  0.280
H 12.497 32.010 16.546  0.467
H 14.800 31.941 16.944  0.324
H 14.687 29.086 17.501  -0.285
H 14.751 30.211 18.808  0.191
H 16.697 30.000 16.530  0.488
H 16.915 29.373 18.212  0.166
H 18.650 31.393 16.758  0.336
H 18.950 30.568 18.289  0.158
H 18.922 32.312 18.179  0.301
C 12.439 16.494 12.292  -0.500
O 11.692 17.670 12.067  0.470
C 10.960 17.572 10.819  -0.984
C 10.386 18.961 10.436  -1.050
N 11.461 19.971 10.293  -0.334
C 12.432 19.649 9.212  -0.257
C 13.379 20.878 9.152  -0.995
O 14.241 20.912 10.287  0.252
C 15.184 21.945 10.219  -0.776
H 12.822 16.587 13.309  -0.170
H 13.310 16.396 11.644  0.224
H 11.790 15.628 12.166  0.296
H 10.122 16.905 11.020  0.519
H 11.498 17.145 9.972  0.633
H 9.677 19.171 11.237  0.352
H 9.887 18.758 9.489  0.492
H 12.045 19.958 11.117  -0.051
H 11.928 19.547 8.251  0.434
H 13.026 18.758 9.417  -0.056
H 12.846 21.827 9.098  0.381
H 14.049 20.701 8.310  0.459
H 14.718 22.907 10.007  0.386
H 15.819 21.796 9.345  0.447
H 15.814 22.089 11.097  -0.046
C 18.608 22.483 9.863  -0.988
O 18.427 21.942 11.185  0.033
C 19.165 20.768 11.569  -0.850
C 19.044 20.464 13.045  -0.062
N 19.413 21.628 13.877  -0.342
C 19.097 21.481 15.329  0.138
C 19.564 22.776 16.050  -1.103
O 18.621 23.831 15.900  0.053
C 19.148 25.081 16.273  -0.940
H 17.948 23.314 9.615  0.225
H 18.433 21.632 9.205  0.388
H 19.614 22.888 9.753  0.303
H 20.217 20.936 11.335  0.392
H 18.818 19.940 10.951  0.467
H 19.665 19.617 13.337  0.362
H 18.008 20.142 13.143  -0.173
H 18.928 22.458 13.567  0.249
H 19.606 20.591 15.700  0.479
H 18.013 21.442 15.438  -0.285
H 20.613 22.986 15.839  0.612
H 19.621 22.543 17.113  0.379
H 18.440 25.816 15.890  0.276
H 19.946 25.428 15.617  0.308
H 19.427 25.060 17.327  0.222
C 9.513 14.877 14.436  -0.577
O 8.643 15.883 13.892  -0.348
C 8.426 17.024 14.710  -0.772
C 9.674 17.895 14.766  -0.023
N 10.708 17.591 15.787  -0.411
C 11.666 18.743 15.796  0.570
C 12.962 18.322 16.596  -0.762
O 13.667 17.285 15.912  -0.231
C 14.609 16.620 16.765  -0.670
H 9.121 14.235 15.225  0.317
H 10.533 15.156 14.700  0.078
H 9.790 14.215 13.616  0.325
H 8.208 16.800 15.754  0.342
H 7.609 17.622 14.308  0.408
H 9.372 18.934 14.902  0.368
H 10.103 17.975 13.767  -0.094
H 11.330 16.844 15.511  0.228
H 11.159 19.607 16.225  -0.213
H 11.911 19.087 14.791  -0.404
H 12.689 17.963 17.588  0.753
H 13.671 19.098 16.884  0.251
H 14.171 16.228 17.683  0.082
H 15.456 17.261 17.014  0.209
H 14.996 15.792 16.172  0.354
C 14.004 20.234 13.407  0.222
O 13.783 21.120 14.517  1.111
C 14.978 21.230 15.320  -1.356
C 14.781 22.056 16.624  0.866
N 16.032 22.325 17.323  1.098
C 15.981 23.193 18.540  -1.128
C 15.892 24.718 18.256  -0.287
O 14.734 25.065 17.553  1.410
C 14.512 26.473 17.346  -1.670
H 14.795 20.590 12.748  -0.239
H 13.064 20.220 12.854  -0.545
H 14.223 19.251 13.824  0.220
H 15.745 21.758 14.754  0.145
H 15.290 20.221 15.591  0.228
H 14.059 21.738 17.376  -0.550
H 14.315 22.950 16.208  -0.084
H 16.673 22.721 16.650  -0.521
H 16.980 23.035 18.946  0.442
H 15.287 22.774 19.269  -0.059
H 16.723 25.038 17.629  -0.063
H 15.821 25.195 19.234  -0.151
H 15.147 26.855 16.546  0.676
H 14.775 26.983 18.273  0.153
H 13.442 26.593 17.181  0.296
C 11.041 25.194 18.855  -1.288
C 12.259 25.377 19.664  1.812
O 11.954 25.151 21.071  -0.710
H 10.273 25.912 19.144  0.398
H 10.606 24.204 18.993  0.183
H 11.136 25.374 17.785  0.235
H 12.589 26.416 19.678  -0.441
H 13.042 24.684 19.358  -0.512
H 11.653 24.243 21.155  0.385
C 14.951 28.687 21.702  -0.996
C 15.795 27.454 21.617  0.324
O 16.780 27.737 20.642  -0.169
H 15.523 29.613 21.635  0.311
H 14.371 28.616 22.623  0.427
H 14.382 28.614 20.776  -0.170
H 15.254 26.544 21.358  -0.126
H 16.305 27.285 22.566  0.413
H 17.575 27.221 20.792  0.025
C 14.688 22.914 22.674  0.101
C 13.642 22.599 23.728  -0.752
O 13.023 21.343 23.312  -0.561
H 15.622 22.356 22.739  0.358
H 14.953 23.969 22.604  -0.035
H 14.335 22.702 21.665  -0.079
H 12.885 23.381 23.665  0.300
H 14.011 22.618 24.754  0.386
H 13.711 20.698 23.489  0.322
C 12.271 20.386 19.779  -0.010
C 11.066 20.823 20.629  -0.833
O 11.342 22.113 21.142  -0.456
H 11.970 19.392 19.446  0.139
H 13.196 20.374 20.354  0.433
H 12.402 21.083 18.951  -0.289
H 10.808 20.069 21.373  0.393
H 10.184 20.965 20.005  0.296
H 11.980 22.061 21.857  0.196
C 15.962 17.749 10.326  -0.847
C 16.633 18.001 11.715  0.753
O 17.874 17.353 11.713  -0.535
H 16.543 18.120 9.482  0.337
H 14.962 18.166 10.205  -0.247
H 15.843 16.670 10.229  0.516
H 15.939 17.654 12.481  0.141
H 16.809 19.076 11.755  -0.486
H 17.745 16.413 11.569  0.342

Summary:
E_HOMO in eV: -7.92
E in a.u.: -4317.387224
Energy above the lowest of the compared OMol25 structures with the same formula, charge and spin in kcal/mol: 29.8
Spin multiplicity: 1
Orbital gap in eV: 8.35
Maximum force in hartree/bohr: 0.052

Question: What is the formula in the second record?
Answer: C58H150N8O21

Question: Look up the maximum force of the first one.
Answer: 0.068 hartree/bohr